# 1
Density functional theory data (ωB97M-V/def2-TZVPD) for a cluster of 6 separate species, C2H17NO5 in total in a non-equilibrium geometry.

Each line ends with the Mulliken charge.
Atoms and positions in Å:
C1 -1.188964 -0.893054 -2.260911  -0.9512
N1 -1.037880 0.109234 -1.265253  -0.2084
C2 -1.978317 0.205557 -0.165355  -1.0938
H1 -0.754990 -1.857801 -1.874245  0.2443
H2 -2.236484 -1.091872 -2.612152  0.3195
H3 -0.405487 -0.746666 -3.008123  0.3665
H4 -1.029626 1.155417 -1.550745  0.2423
H5 -2.923756 0.712631 -0.390445  0.4165
H6 -1.530551 0.641966 0.781889  0.4021
H7 -2.412692 -0.775314 0.107429  0.2726
O1 1.188272 -0.904510 0.380946  -0.6712
H8 0.497263 -1.536487 0.464906  0.3197
H9 0.769801 -0.229282 -0.188083  0.4179
O2 3.385105 0.418301 -0.746791  -0.6547
H10 2.804489 1.109598 -0.411337  0.3404
H11 3.186557 -0.378736 -0.201765  0.3334
O3 1.492730 2.510465 -0.339685  -0.6600
H12 1.387425 3.442391 -0.354026  0.2775
H13 0.897844 1.992814 -0.923764  0.3332
O4 -0.948224 -1.481658 2.171129  -0.6429
H14 -0.679924 -0.548302 1.889108  0.3406
H15 -1.841342 -1.567476 2.092954  0.2884
O5 0.882501 0.189439 2.876360  -0.7090
H16 1.004504 -0.662711 3.402516  0.3302
H17 1.471746 0.186057 2.125442  0.3460

Cartesian forces, eV/Å:
C 0.51 -1.75 -0.12
N 0.30 4.20 1.18
C -1.15 -1.16 1.38
H -0.92 0.59 0.22
H 0.97 0.36 -0.13
H -0.76 0.51 -0.62
H 0.25 -2.70 -0.60
H 0.28 0.66 -0.23
H -0.47 -0.22 -1.36
H 0.80 0.06 -0.08
O 0.86 1.12 -0.68
H -0.90 -1.09 0.48
H 0.14 -0.40 -0.04
O 0.11 -0.98 0.42
H 0.12 0.15 0.11
H 0.05 0.94 -0.66
O 0.05 -2.31 0.09
H -0.60 1.04 -0.48
H 0.40 1.25 0.38
O 4.03 1.40 -0.28
H -0.42 -1.92 1.12
H -3.82 -0.25 -0.35
O -0.11 -0.70 1.96
H -0.11 1.73 -1.46
H 0.37 -0.52 -0.26

Values from the calculation:
total energy = -14076.1024 eV
orbital gap = 0.370 Eh
F_max = 0.08512 hartree/bohr
SMILES string = CNC.O.O.O.O.O

# 2
Density functional theory data (ωB97M-V/def2-TZVPD) for a cluster of 11 separate species, C2H18F6O15S2 in total in a non-equilibrium geometry.

Each line ends with the Mulliken charge.
Atoms and positions in Å:
C1 0.397395 -1.091612 -0.214524  0.5505
F1 -0.338095 -1.364551 -1.286980  -0.1977
F2 0.825464 -2.268836 0.429222  -0.2567
F3 1.578568 -0.582510 -0.652073  -0.2188
S1 -0.506158 0.088218 1.084965  1.0922
O1 0.446889 0.275330 2.212278  -0.6498
O2 -0.674261 1.303941 0.291787  -0.6748
O3 -1.793690 -0.481341 1.399040  -0.6383
C2 5.548759 -1.714076 -5.694399  0.5910
F4 4.904549 -2.876845 -5.544343  -0.2328
F5 5.643981 -1.030135 -4.548897  -0.2293
F6 6.831965 -2.026238 -6.004170  -0.2552
S2 4.686215 -0.658674 -7.031220  1.1024
O4 3.312833 -1.195882 -7.209762  -0.6579
O5 4.787019 0.708318 -6.553662  -0.6592
O6 5.498052 -0.806300 -8.200984  -0.6588
O7 4.241506 2.187781 1.998718  -0.6411
H1 3.923902 2.599226 1.194931  0.3246
H2 3.491647 2.211926 2.593165  0.3134
O8 -6.816896 -0.111236 0.611773  -0.6448
H3 -7.190680 -0.825892 0.096222  0.3146
H4 -5.906857 -0.370223 0.756567  0.3301
O9 0.143864 -2.267563 6.369659  -0.6341
H5 -0.387285 -3.042034 6.184431  0.3070
H6 -0.482289 -1.543633 6.378443  0.3260
O10 -2.994267 0.262454 6.419502  -0.6336
H7 -3.753000 0.842976 6.478966  0.2910
H8 -2.720496 0.318333 5.503985  0.3412
O11 -3.925072 -4.187792 -0.068823  -0.6349
H9 -3.709451 -3.301692 0.221986  0.3289
H10 -4.532329 -4.516783 0.593922  0.3045
O12 -3.353943 5.542011 0.628991  -0.6525
H11 -3.695379 5.244939 -0.214461  0.3203
H12 -2.592415 4.984720 0.789354  0.3315
O13 0.396789 3.620498 5.847373  -0.6373
H13 0.343126 2.882578 5.240069  0.3301
H14 -0.482288 3.689160 6.219869  0.3076
O14 1.779211 4.724933 -0.679972  -0.6379
H15 1.135231 4.017642 -0.715643  0.3408
H16 1.321923 5.444100 -0.244206  0.2978
O15 -1.734940 -4.749571 -5.251215  -0.6363
H17 -1.578612 -4.320054 -4.410194  0.3280
H18 -2.070483 -5.615612 -5.019689  0.3084

Cartesian forces, eV/Å:
C 1.70 -0.34 1.70
F -0.04 -0.25 0.56
F -1.38 1.05 -0.92
F -1.13 0.32 0.24
S 1.53 2.15 0.20
O -1.36 -1.05 -1.73
O 0.49 -0.41 -0.16
O -0.02 -1.30 0.27
C 0.22 0.57 -0.84
F 0.03 0.13 0.57
F -0.57 -0.48 0.25
F -0.29 0.02 -0.30
S -2.06 0.99 -0.95
O 2.01 0.40 1.09
O -0.38 -0.42 1.03
O 1.09 -1.21 -0.95
O 0.39 0.06 0.17
H -0.15 0.04 -0.28
H -0.28 -0.13 0.07
O -0.25 0.14 0.12
H -0.07 -0.15 -0.15
H 0.37 0.03 0.04
O 0.23 -0.09 0.22
H -0.10 -0.16 -0.13
H -0.15 0.26 -0.05
O 0.11 -0.12 0.27
H -0.18 0.12 0.02
H 0.13 -0.02 -0.38
O -0.12 -0.21 -0.22
H 0.29 0.34 0.06
H -0.10 -0.09 0.16
O -0.13 0.32 0.13
H -0.07 -0.12 -0.19
H 0.21 -0.25 0.07
O 0.15 0.23 0.16
H 0.06 -0.26 -0.27
H -0.19 0.00 0.07
O 0.26 0.17 -0.06
H -0.18 -0.42 -0.01
H -0.08 0.15 0.12
O -0.08 -0.02 -0.27
H 0.12 0.21 0.22
H -0.06 -0.19 0.06

Values from the calculation:
total energy = -71056.7225 eV
orbital gap = 0.258 Eh
F_max = 0.05150 hartree/bohr
net charge = -2

# 3
Density functional theory data (ωB97M-V/def2-TZVPD) for the molecule C2H2 in a non-equilibrium geometry.

Each line ends with the Mulliken charge.
Atoms and positions in Å:
C1 -0.610280 -0.052423 -0.085777  -0.3385
C2 0.572947 -0.153300 -0.017904  -0.3086
H1 -1.613644 -0.002793 0.127672  0.3700
H2 1.650978 0.208516 -0.023992  0.2771

Cartesian forces, eV/Å:
C 0.40 -0.30 0.37
C 3.33 1.64 -0.28
H -1.72 -0.04 -0.08
H -2.01 -1.30 -0.01

Values from the calculation:
total energy = -2103.7875 eV
orbital gap = 0.447 Eh
F_max = 0.07244 hartree/bohr
SMILES string = C#C

# 4
Density functional theory data (ωB97M-V/def2-TZVPD) for a structure of composition C2H20Ni2O16 in a non-equilibrium geometry.

Each line ends with the Mulliken charge.
Atoms and positions in Å:
Ni1 -8.756583 -13.604924 -11.731734  0.7160
Ni2 -8.971198 -17.216830 -10.619271  0.4761
C1 -10.874703 -15.143552 -12.020586  0.9664
O1 -10.808373 -13.980054 -12.463328  -0.8423
O2 -11.820317 -15.894926 -11.985788  -0.7005
O3 -9.804561 -15.477784 -11.472331  -0.3176
C2 -6.342776 -15.234509 -10.982493  0.4226
O4 -7.136013 -16.065367 -10.605022  -0.4878
O5 -5.142613 -15.484770 -11.151124  -0.7694
O6 -6.844922 -14.175683 -11.458650  -0.6665
O7 -9.378344 -13.251735 -9.556873  -0.4720
H1 -10.282098 -12.989178 -9.382176  0.2863
H2 -8.906571 -13.038409 -8.751792  0.2450
O8 -8.194773 -13.564745 -13.861553  -0.3907
H3 -8.770689 -13.234719 -14.551224  0.2695
H4 -7.367095 -13.746592 -14.306653  0.2659
O9 -14.442625 -16.420105 -12.758580  -0.6784
H5 -13.607950 -16.121014 -13.119266  0.3603
H6 -14.241946 -17.266536 -12.359199  0.3369
O10 -12.610605 -13.909927 -14.803609  -0.6073
H7 -12.337530 -14.331889 -15.618236  0.2763
H8 -11.950003 -14.174194 -14.163299  0.2950
O11 -13.735291 -14.648487 -10.707436  -0.7180
H9 -14.464871 -15.247491 -10.865977  0.3110
H10 -13.024569 -14.986430 -11.252321  0.2904
O12 -11.516261 -11.166580 -13.330218  -0.6522
H11 -12.279952 -11.301694 -12.769183  0.3129
H12 -10.926501 -11.887806 -13.110572  0.2994
O13 -10.649954 -18.337785 -11.180652  -0.3693
H13 -11.229451 -17.672978 -11.552741  0.3786
H14 -11.218225 -18.863677 -10.617858  0.2432
O14 -8.366844 -17.679870 -12.679264  -0.4571
H15 -7.992482 -18.517405 -12.952413  0.2430
H16 -7.710525 -17.030143 -12.930937  0.3198
O15 -13.010064 -17.261071 -9.021072  -0.6281
H17 -13.832336 -16.804468 -8.843261  0.2925
H18 -12.501901 -16.643996 -9.547603  0.3169
O16 -11.319505 -17.588705 -14.180497  -0.6667
H19 -10.507044 -18.088019 -14.263105  0.2628
H20 -11.132422 -16.935802 -13.506004  0.2374

Cartesian forces, eV/Å:
Ni 0.90 -2.99 0.62
Ni 1.19 1.16 0.06
C 1.68 1.07 1.02
O -0.79 3.74 -1.86
O -3.40 -2.36 -1.04
O 4.68 -1.51 1.92
C 3.04 -0.76 -2.11
O -4.55 -4.98 2.93
O 1.50 0.54 0.36
O -2.47 5.80 -1.74
O -0.01 0.19 -0.66
H -0.45 -0.06 -0.15
H 0.54 -0.11 0.04
O -0.38 0.18 0.10
H -0.51 0.08 -0.07
H 0.58 -0.14 0.45
O -0.93 -0.24 -0.11
H 0.42 0.20 -0.05
H 0.17 -0.22 0.01
O -0.35 0.07 -0.41
H -0.04 -0.17 -0.20
H 0.35 0.11 0.68
O -0.59 0.91 1.37
H -0.08 -0.07 -0.43
H 0.23 -0.36 -0.53
O 0.29 0.71 -0.12
H -0.20 -0.25 0.05
H -0.17 -0.51 0.08
O 0.14 -0.71 -0.30
H -0.71 0.89 -0.46
H 0.00 -0.22 0.60
O -0.50 -0.02 -0.19
H 0.08 -0.44 0.23
H 0.43 0.57 0.24
O 0.00 -0.63 0.18
H -0.12 0.23 -0.05
H 0.14 0.39 -0.24
O -0.19 -0.24 -0.63
H 0.21 -0.11 0.07
H -0.13 0.25 0.34

Values from the calculation:
total energy = -117246.4070 eV
spin multiplicity = 6
orbital gap (alpha / beta) = 0.146 / 0.225 Eh
F_max = 0.14307 hartree/bohr
expectation value of S² = 8.7580
net charge = -1

# 5
Density functional theory data (ωB97M-V/def2-TZVPD) for a structure of composition C2H22O17Y in a non-equilibrium geometry.

Each line ends with the Mulliken charge.
Atoms and positions in Å:
Y1 -2.395000 -9.804000 -17.126000  1.0760
C1 -1.109000 -11.945000 -16.130000  0.9698
O1 -2.392000 -11.966000 -16.608000  -0.8713
O2 -0.739000 -12.808000 -15.266000  -0.7173
O3 -0.685000 -10.748000 -16.309000  -0.6655
C2 -1.468000 -9.886000 -19.560000  2.4884
O4 -0.934000 -9.125000 -18.601000  -1.1968
O5 -2.535000 -10.450000 -19.205000  -0.5997
O6 -0.694000 -10.145000 -20.514000  -1.5162
O7 -0.871000 -6.600000 -19.223000  -0.7217
H1 -0.952000 -7.457000 -18.829000  0.4716
H2 -0.580000 -6.916000 -20.050000  0.4226
O8 -4.769000 -10.473000 -17.468000  -0.5841
H3 -4.801000 -11.426000 -17.621000  0.3233
H4 -5.229000 -10.124000 -18.238000  0.3379
O9 0.883000 -7.953000 -20.996000  -0.6570
H5 1.771000 -8.289000 -21.070000  0.3351
H6 0.450000 -8.746000 -20.704000  0.3972
O10 -4.316000 -10.379000 -21.363000  -0.6815
H7 -3.540000 -10.464000 -20.859000  0.2986
H8 -4.477000 -11.163000 -21.872000  0.2780
O11 1.212000 -8.186000 -17.942000  -0.7226
H9 1.722000 -8.083000 -18.751000  0.3380
H10 0.439000 -8.604000 -18.252000  0.4665
O12 -3.530000 -7.929000 -17.895000  -0.4968
H11 -3.988000 -7.328000 -17.305000  0.2918
H12 -3.623000 -7.696000 -18.814000  0.2431
O13 -1.744000 -12.242000 -21.769000  -0.7340
H13 -0.937000 -12.703000 -21.648000  0.3476
H14 -1.461000 -11.481000 -21.309000  0.3006
O14 0.431000 -13.285000 -18.787000  -0.6942
H15 0.644000 -12.568000 -19.387000  0.3552
H16 -0.534000 -13.288000 -18.689000  0.3280
O15 -2.300000 -13.563000 -19.053000  -0.8495
H17 -2.460000 -13.098000 -18.250000  0.3921
H18 -2.269000 -12.877000 -19.745000  0.4797
O16 -1.881000 -8.382000 -22.121000  -0.7014
H19 -1.373000 -9.033000 -21.589000  0.2595
H20 -2.598000 -8.209000 -21.469000  0.3036
O17 1.566000 -11.059000 -19.917000  -0.8026
H21 0.687000 -10.758000 -20.093000  0.3235
H22 1.807000 -10.669000 -19.082000  0.3846

Cartesian forces, eV/Å:
Y 0.26 -2.22 1.29
C -2.43 -2.41 4.95
O -0.46 -0.61 -1.06
O -0.17 2.39 -3.46
O 2.69 1.45 -0.07
C 3.76 0.06 2.60
O -1.90 -0.31 -1.04
O -1.48 -0.43 -1.84
O -1.97 -0.06 -0.82
O -1.31 1.56 0.80
H -0.07 -0.55 1.05
H 0.98 0.20 -2.14
O -0.21 -0.08 0.06
H 0.32 -0.27 0.31
H 0.08 0.25 -0.17
O 0.59 0.67 -0.24
H 0.77 0.14 -0.28
H -0.83 -0.81 0.16
O -2.30 1.28 -0.63
H 1.57 -0.79 0.95
H 0.39 -0.58 -0.21
O 2.91 0.91 0.93
H 0.05 0.37 0.12
H -1.26 -0.94 -0.41
O -0.26 -0.01 0.90
H -0.21 0.50 -0.48
H 0.01 0.61 -0.47
O -1.37 -1.13 -0.74
H 1.19 -1.64 -0.24
H 0.11 2.35 0.67
O -0.11 -0.37 0.27
H 0.39 0.20 0.02
H 0.17 -0.36 -0.16
O -0.04 -0.39 -1.60
H -0.35 0.84 1.64
H -0.18 -0.41 0.11
O -0.78 0.04 1.36
H 0.07 0.34 -1.10
H 0.35 0.12 -1.09
O 1.83 -0.57 -0.39
H -0.90 0.57 -0.23
H 0.12 0.12 0.68

Values from the calculation:
total energy = -38289.0998 eV
orbital gap = 0.249 Eh
F_max = 0.11714 hartree/bohr
net charge = -1

# 6
Density functional theory data (ωB97M-V/def2-TZVPD) for a structure of composition C2H23Mn2O16P in a non-equilibrium geometry.

Each line ends with the Mulliken charge.
Atoms and positions in Å:
O1 0.286763 -0.071800 -3.263123  -0.3374
H1 0.032314 -0.240596 -2.233754  0.3230
H2 1.226775 -0.222778 -3.457282  0.3969
H3 -0.027611 0.765328 -3.639306  0.4317
O2 2.929386 -1.218339 -0.900410  -0.3317
H4 2.831867 -1.204909 -1.864864  0.4199
H5 2.325182 -1.985537 -0.588675  0.4402
H6 2.565621 -0.389254 -0.492614  0.4192
O3 -2.877541 1.923694 -1.163277  -0.3748
H7 -2.310847 1.596858 -0.333724  0.4370
H8 -3.171169 1.161484 -1.706186  0.4532
H9 -2.268467 2.477751 -1.684299  0.4473
O4 2.029864 2.895667 -1.087720  -0.3611
H10 1.830539 2.094238 -0.422538  0.4809
H11 2.440262 2.529810 -1.889051  0.4245
H12 1.194722 3.360717 -1.302020  0.4057
Mn1 -0.638606 -2.373921 0.180937  0.6771
Mn2 -2.071567 -0.077465 2.063555  0.8071
C1 0.760619 -3.880699 -1.470687  0.9146
O5 1.242678 -3.247817 -0.438483  -0.9115
O6 -0.515288 -3.826805 -1.471764  -0.7107
O7 1.481238 -4.417532 -2.317188  -0.6638
C2 -3.955842 -2.280898 0.132977  -0.9268
O8 -2.750783 -1.707908 0.628473  -0.5145
H13 -4.762537 -1.541336 0.110636  0.3167
H14 -3.825471 -2.530346 -0.923667  0.2853
H15 -4.228919 -3.152661 0.723395  0.2833
P1 0.028482 0.190675 0.339203  2.0436
O9 -0.147822 -0.740984 -0.871300  -0.8114
O10 1.404996 0.888680 0.344977  -0.8774
O11 -0.282792 -0.772758 1.531555  -0.7137
O12 -1.216534 1.083545 0.556844  -1.0999
O13 -0.378837 3.731488 0.039651  -0.5862
H16 -0.924448 2.989968 0.339006  0.3456
H17 -0.517198 4.441573 0.679950  0.3061
O14 1.741723 -1.358018 3.226578  -0.6540
H18 1.134659 -1.985701 3.634136  0.3415
H19 1.310233 -1.100677 2.404370  0.2379
O15 3.623925 1.211853 1.855421  -0.6008
H20 3.266808 1.867485 2.462436  0.3124
H21 2.911163 1.029493 1.227220  0.3773
O16 -0.852989 1.163536 3.486010  -0.5125
H22 -0.836916 2.111238 3.668414  0.3052
H23 -0.037653 0.813680 3.886192  0.3551

Cartesian forces, eV/Å:
O -0.03 0.29 -0.17
H -0.10 -1.04 1.34
H -0.19 -0.20 -0.36
H 0.10 -0.18 -0.30
O 0.29 1.06 0.09
H 0.34 -0.32 0.01
H -1.29 -2.69 0.27
H 0.14 -0.21 -0.03
O 0.08 -0.05 -0.12
H 0.74 -0.76 0.07
H -0.16 0.06 0.21
H -0.36 0.28 -0.10
O 0.14 -0.40 -0.19
H -0.50 -0.27 0.46
H 0.27 0.42 0.00
H -0.09 0.29 0.50
Mn -0.94 -4.54 -1.13
Mn -1.20 -1.58 -0.08
C 0.40 -1.37 -2.34
O 2.36 3.48 3.07
O -2.26 0.72 0.38
O -0.31 0.74 0.44
C 0.09 0.52 -0.36
O 1.43 1.66 1.26
H -0.13 -0.10 0.45
H 0.16 -0.47 0.13
H -0.19 -0.03 -0.15
P 0.12 -0.89 1.35
O 0.74 2.99 -2.74
O -1.22 0.00 -1.08
O 2.05 0.13 -0.26
O -1.15 2.77 -1.51
O -0.14 -0.15 -0.39
H 0.40 -0.02 0.39
H 0.09 0.13 -0.20
O 0.00 0.36 0.23
H 0.19 -0.16 -0.02
H 0.07 -0.30 0.34
O 0.03 0.07 -0.46
H 0.11 -0.05 0.08
H 0.30 0.11 0.83
O -0.02 0.02 0.04
H -0.21 -0.06 0.12
H -0.11 -0.27 -0.11

Values from the calculation:
total energy = -107122.2987 eV
spin multiplicity = 11
orbital gap (alpha / beta) = 0.133 / 0.143 Eh
F_max = 0.10127 hartree/bohr
expectation value of S² = 30.0074
net charge = +2

Q: What is the formula in the fourth record?
A: C2H20Ni2O16

Q: What is the formula in the fourth record?
A: C2H20Ni2O16

Q: F_max of number 4 (C2H20Ni2O16)?
A: 0.14307 hartree/bohr